Entry 1:
{
  "formula": "C27H35KN6O8",
  "method": "ωB97M-V/def2-TZVPD",
  "total_charge": -2,
  "de_lowest_kcal_mol": 12.98,
  "gap_ev": 6.9,
  "lumo_ev": 4.228,
  "elements": ["K", "O", "O", "O", "O", "O", "O", "O", "O", "N", "N", "N", "N", "N", "N", "C", "C", "C", "C", "C", "C", "C", "C", "C", "C", "C", "C", "C", "C", "C", "C", "C", "C", "C", "C", "C", "C", "C", "C", "C", "C", "C", "H", "H", "H", "H", "H", "H", "H", "H", "H", "H", "H", "H", "H", "H", "H", "H", "H", "H", "H", "H", "H", "H", "H", "H", "H", "H", "H", "H", "H", "H", "H", "H", "H", "H", "H"],
  "xyz": [[-0.148497, 0.667145, 0.053604], [-1.098755, -1.362115, 4.403242], [2.115068, 1.727328, -1.090823], [0.695267, 2.467277, 1.582425], [1.232258, -2.326833, -4.030792], [0.968546, -4.214348, -1.763159], [-1.233535, 2.730554, -1.045387], [-0.985329, 4.811114, -0.211832], [2.348401, 3.749098, 2.381086], [0.537622, 0.164779, 4.861501], [-1.598011, -1.564308, 1.308863], [-1.216651, -0.048019, -2.876540], [0.497355, -1.929440, -1.854743], [1.804837, -1.733121, 0.568253], [-1.893865, -2.291701, 0.118184], [1.483482, -3.834095, 2.364947], [1.992892, -2.616098, 2.788839], [2.141918, -1.606948, 1.849191], [-1.866149, 1.039076, -3.287183], [2.985008, 2.720308, -0.531492], [1.435882, 2.613662, -1.999890], [-1.586893, 1.693279, -4.478324], [-0.239847, -0.524694, -3.650152], [0.547470, -0.110628, 6.275988], [1.162461, -3.987749, 1.029122], [-0.284762, -0.520427, 4.043177], [0.569660, -1.731601, -3.179252], [1.621578, 3.312233, 1.466801], [0.095272, 0.055396, -4.869579], [-4.125255, -3.116080, 0.651907], [1.414464, 1.214736, 4.366985], [-3.292041, -2.923753, -1.701923], [2.001112, 3.766571, 0.033884], [2.610944, 3.090302, -2.860637], [-0.583599, 1.186549, -5.287740], [1.325224, -2.907796, 0.165912], [-3.291458, -2.279080, -0.316598], [3.705969, 3.257659, -1.780950], [-0.567988, 3.761644, -0.726948], [-3.869734, -0.863564, -0.416009], [0.940670, 3.770569, -1.108310], [0.929446, -3.079081, -1.297372], [-4.100657, -2.697932, 1.660308], [-2.614040, 1.440488, -2.615116], [-1.291712, -1.927566, -0.622939], [1.266932, 2.127873, 4.946920], [0.233514, 0.770985, 6.843202], [2.463605, 0.915599, 4.455425], [-5.167875, -3.148386, 0.325207], [0.772070, -4.907626, 0.616640], [-1.571240, -2.207062, 2.091125], [1.333458, -4.643481, 3.069801], [-4.879980, -0.878029, -0.834895], [-0.153974, -0.240136, 2.988844], [-2.861397, -3.925016, -1.647153], [2.248761, -2.434678, 3.825180], [-0.133348, -0.933817, 6.478797], [1.055663, 4.709371, -1.659082], [2.388601, 4.014528, -3.397362], [-4.309430, -2.989171, -2.096195], [-3.946241, -0.374074, 0.559720], [-2.304471, -0.866692, 1.537367], [-3.734981, -4.134955, 0.692695], [4.585794, 2.652465, -2.006932], [0.894102, -0.401192, -5.436432], [1.185899, 1.474640, 3.329705], [-2.691887, -2.327515, -2.391385], [3.627589, 2.266427, 0.221486], [2.533021, -0.636173, 2.144251], [4.026590, 4.292491, -1.649530], [1.555933, -0.382513, 6.603598], [2.485068, 4.737024, 0.136639], [-3.243674, -0.241287, -1.052449], [-2.131044, 2.593233, -4.733041], [2.875231, 2.320006, -3.586849], [-0.323689, 1.672642, -6.221329], [0.647387, 2.081716, -2.524501]],
  "forces_ev_per_angstrom": [[0.126, -0.464, -0.352], [0.047, -0.083, -0.019], [-0.063, 0.069, 0.065], [-0.013, -0.023, 0.080], [0.046, 0.054, 0.028], [-0.022, -0.039, 0.015], [0.084, 0.245, 0.059], [0.007, -0.087, -0.042], [0.051, 0.050, 0.048], [-0.006, -0.053, 0.018], [-0.008, -0.116, 0.137], [-0.003, 0.060, 0.058], [0.020, -0.014, -0.020], [-0.045, -0.001, 0.064], [0.081, 0.186, 0.032], [-0.014, -0.037, -0.059], [0.025, 0.095, -0.021], [0.038, 0.028, 0.076], [-0.036, 0.021, -0.019], [-0.030, -0.018, 0.129], [-0.057, 0.105, 0.004], [-0.041, 0.023, 0.027], [0.054, 0.060, 0.004], [-0.004, -0.010, 0.001], [0.014, -0.024, -0.001], [-0.029, 0.192, 0.025], [-0.179, -0.120, -0.005], [-0.008, -0.029, -0.138], [0.048, -0.035, 0.001], [-0.001, -0.026, -0.030], [0.021, -0.017, -0.006], [-0.002, 0.024, 0.042], [0.011, -0.059, 0.073], [-0.083, 0.069, -0.080], [0.016, -0.063, 0.023], [-0.043, -0.032, 0.016], [-0.066, -0.071, -0.046], [0.110, -0.008, 0.014], [-0.082, -0.060, 0.051], [-0.097, 0.126, 0.076], [0.017, 0.034, -0.146], [0.066, 0.122, -0.024], [0.017, 0.016, 0.010], [-0.001, -0.011, 0.012], [-0.095, -0.013, -0.021], [0.008, -0.005, 0.000], [-0.002, -0.004, -0.001], [0.010, 0.013, 0.006], [-0.007, -0.004, 0.011], [-0.001, -0.011, 0.040], [0.049, 0.053, 0.067], [-0.004, -0.012, -0.002], [0.028, -0.050, -0.006], [-0.054, 0.009, 0.026], [0.009, 0.007, -0.018], [-0.003, -0.007, 0.007], [-0.011, 0.008, 0.003], [-0.002, -0.004, 0.010], [-0.008, -0.008, 0.006], [-0.002, -0.007, 0.022], [-0.023, -0.038, -0.022], [-0.016, -0.066, -0.126], [-0.001, 0.007, 0.004], [0.001, 0.007, -0.007], [-0.003, 0.021, -0.034], [0.005, -0.006, 0.023], [0.029, 0.002, -0.005], [0.011, 0.003, -0.032], [-0.007, -0.001, -0.010], [-0.012, 0.001, 0.013], [0.009, 0.010, -0.005], [0.029, -0.001, -0.013], [0.076, 0.029, -0.106], [0.014, 0.003, -0.013], [0.031, 0.000, 0.006], [-0.003, 0.007, -0.003], [-0.019, -0.021, 0.000]]
}

Entry 2:
{
  "formula": "C58H51NP4S2SiV",
  "method": "ωB97M-V/def2-TZVPD",
  "total_charge": -2,
  "de_lowest_kcal_mol": 0.00,
  "gap_ev": [4.6, 5.6],
  "spin_multiplicity": 4,
  "lumo_ev": [3.925, 3.925],
  "elements": ["V", "S", "S", "P", "P", "P", "P", "Si", "N", "C", "C", "C", "C", "C", "C", "C", "C", "C", "C", "C", "C", "C", "C", "C", "C", "C", "C", "C", "C", "C", "C", "C", "C", "C", "C", "C", "C", "C", "C", "C", "C", "C", "C", "C", "C", "C", "C", "C", "C", "C", "C", "C", "C", "C", "C", "C", "C", "C", "C", "C", "C", "C", "C", "C", "C", "C", "C", "H", "H", "H", "H", "H", "H", "H", "H", "H", "H", "H", "H", "H", "H", "H", "H", "H", "H", "H", "H", "H", "H", "H", "H", "H", "H", "H", "H", "H", "H", "H", "H", "H", "H", "H", "H", "H", "H", "H", "H", "H", "H", "H", "H", "H", "H", "H", "H", "H", "H", "H"],
  "xyz": [[0.423461, 1.519796, -0.061265], [0.293447, 3.528804, 0.901639], [-6.883796, -2.396173, 0.718011], [1.333308, 0.732365, 2.124141], [-0.463644, -2.327420, 0.988293], [-4.128614, 4.344549, -0.194953], [0.892178, 1.768446, -2.610143], [1.654872, -0.649724, -0.703985], [-1.495256, 0.398964, -0.703884], [2.839820, -0.080830, -2.088161], [1.373645, 4.326830, -2.298229], [-0.577246, 1.526894, 3.928630], [1.387295, -2.796211, -2.685133], [1.823671, 5.976334, -3.935113], [2.589065, 1.026870, -2.872572], [-0.285653, 0.851115, -3.712517], [0.925539, -2.210339, -1.458464], [-1.803286, -4.347014, 2.330176], [-2.486355, 0.452737, -4.582411], [-3.134013, -1.240602, 1.764651], [3.708947, -3.301795, 1.893192], [3.162634, -2.710709, 0.756133], [4.140265, -0.754927, -2.260209], [2.935531, -1.420712, 3.107439], [1.425243, 5.070239, -4.917353], [3.729004, 2.875526, 4.843306], [0.150810, -3.038293, -0.668242], [-1.850920, 0.102448, 5.417445], [4.699670, 3.463563, 4.061638], [-1.905425, -0.514423, -0.150150], [1.002716, -4.037200, -3.127019], [1.015740, 3.410862, -3.303776], [-4.412033, -1.517591, 1.912684], [4.573829, 3.306862, 2.694251], [-1.116851, -1.019379, 4.936295], [-2.298941, -1.700182, 0.589188], [-0.766488, -5.829060, 4.009817], [-3.219618, 4.368536, -1.756992], [0.113124, 0.421788, 3.447283], [-0.589297, -0.844735, -5.461134], [2.603389, -1.418670, 0.712720], [1.057604, 3.755112, -4.654952], [2.626793, 1.851114, 2.931341], [3.562243, 2.578737, 2.111889], [-1.903786, -5.336148, 3.382649], [-1.618505, 1.163997, -3.729061], [0.252202, -0.122382, -4.593588], [0.582555, -4.393328, 2.606788], [2.750531, 2.013304, 4.321251], [2.434190, -0.821783, 1.993346], [-4.120674, 2.569021, 0.265956], [-4.347359, -3.007364, -0.035244], [-3.156171, -2.573490, -0.419444], [-0.527558, -3.891459, 1.950807], [3.686557, -2.594526, 3.089340], [4.712828, 0.776004, -4.044834], [-5.122372, -2.642584, 1.150117], [-0.081859, -0.885927, 4.015948], [1.739939, 5.617444, -2.593766], [5.022436, -0.392587, -3.250327], [0.488692, -5.425570, 3.583271], [3.532128, 1.450888, -3.844205], [-5.892552, 4.443033, -0.749630], [-1.980120, -0.548724, -5.412511], [-1.517800, 1.376282, 4.918791], [0.166880, -4.812899, -2.264983], [-0.140396, -4.323460, -1.022270], [0.762110, 2.984116, -5.370056], [2.002188, -2.231581, -3.337845], [-0.028710, -5.782786, -2.518823], [3.704931, 3.052196, 5.924797], [4.139341, -2.957906, 4.065107], [-0.152911, -1.655101, -6.051669], [-4.996735, -1.074947, 2.613082], [-3.548790, 0.617478, -4.526423], [4.457269, -1.451582, -1.511012], [1.590940, -4.113933, 2.256166], [-0.348994, 2.477820, 3.503642], [-5.154675, -3.509321, 1.821133], [-2.107543, 2.266937, 5.175014], [-2.638380, -2.938101, -1.317389], [-6.063348, 3.793347, -1.610067], [1.971162, 6.998066, -4.309204], [2.055746, 1.483522, 4.986428], [3.351856, 2.354494, -4.411381], [1.382698, -5.802019, 4.021006], [1.331870, -0.500484, -4.498350], [5.345041, 4.161827, 4.576278], [-4.890409, 2.163680, 0.930126], [-3.037235, 5.428522, -2.049857], [1.198834, -4.305692, -4.184342], [-2.223191, 3.973247, -1.592758], [-2.703578, -0.214147, 6.214680], [-3.186338, 2.310932, 0.727348], [-2.945617, -5.651273, 3.688293], [-4.725911, -3.823960, -0.595658], [3.120282, -3.315447, -0.190355], [1.958693, 6.335566, -1.816126], [6.029846, -0.770867, -3.345713], [-3.690390, 3.889234, -2.607685], [3.006193, -0.920821, 4.061263], [5.520629, 1.162634, -4.698996], [4.096936, -4.279087, 1.805506], [-0.710100, -4.950094, -0.264790], [-2.684029, -3.994387, 1.748571], [-2.747285, -0.355872, 2.321622], [3.323357, 2.551174, 1.095003], [-6.581876, 4.113350, 0.010138], [0.495260, -1.724619, 3.721229], [-2.647199, -1.133149, -6.037863], [-6.203013, 5.426084, -0.983924], [-4.356943, 2.004592, -0.659957], [5.150667, 3.952471, 2.038964], [-1.213835, -1.943985, 5.365378], [-0.839201, -6.551667, 4.855857], [-1.934558, 2.001847, -3.105766], [1.312415, 3.942400, -1.291947], [1.466333, 5.367051, -5.930578]],
  "forces_ev_per_angstrom": [[-0.149, -0.824, -0.259], [0.003, 0.301, 0.061], [-0.015, 0.405, 0.004], [1.212, 0.353, -0.564], [0.407, -0.383, -0.782], [-0.738, 0.383, 1.505], [-0.481, -0.722, 1.121], [-0.644, 1.492, -0.789], [0.322, 0.738, -0.177], [2.599, -1.382, 0.256], [-0.308, -0.640, -0.475], [0.440, -0.980, -0.173], [-0.774, 0.605, 0.869], [-1.096, 0.200, -0.563], [-0.634, -0.155, -0.829], [2.561, -0.417, -0.923], [1.088, -1.203, -1.275], [0.053, -1.510, 0.853], [0.864, -0.208, 0.362], [0.845, 1.882, 0.169], [-0.148, 1.122, 0.001], [0.018, -0.160, -1.519], [-1.235, 1.292, -0.239], [2.055, -0.238, 1.524], [0.285, -0.657, -0.156], [-0.433, -0.894, 0.958], [-0.636, 1.672, 1.476], [-0.756, -1.694, 0.838], [-1.184, 0.054, 0.695], [-0.046, -0.265, 0.367], [-1.534, -0.389, 0.263], [0.921, 0.374, 0.003], [0.229, -2.977, -2.240], [0.279, 0.957, -1.136], [0.684, 2.804, -0.342], [-0.568, -1.135, -1.532], [-0.227, -0.682, 0.617], [0.396, 1.032, -0.602], [1.130, -1.725, 0.750], [-0.451, 0.957, 1.204], [0.185, -0.883, 1.793], [-0.289, 0.180, 1.235], [0.679, 0.410, 0.245], [-1.543, -1.418, 2.396], [-1.465, 1.199, -1.131], [-0.700, 0.136, -0.516], [0.351, -1.366, 0.140], [1.294, -1.507, 0.157], [-0.145, -0.126, -0.713], [-1.232, 0.783, -1.097], [-0.831, -0.666, -1.010], [0.749, -0.664, -0.395], [1.552, 0.451, 1.358], [-1.983, 0.702, 0.659], [-0.117, -0.600, 0.621], [0.850, -1.041, 0.647], [0.102, 0.627, 0.874], [-1.280, 2.774, -0.198], [0.359, 0.526, -0.566], [-0.540, 2.119, -0.431], [-0.666, 1.849, -1.276], [-0.122, 0.116, 0.050], [0.379, -0.986, -0.338], [0.921, -0.204, -0.253], [-1.880, -0.280, 0.696], [2.203, 2.136, -0.525], [-1.700, -1.805, 0.985], [0.197, 0.546, -0.207], [0.608, 0.615, -0.363], [-0.858, -2.395, -0.652], [0.171, -0.064, -0.331], [-0.573, 0.298, -1.477], [-0.425, 0.304, 0.030], [-1.472, 1.494, 2.116], [-0.191, 0.144, -0.114], [-0.119, -0.649, 0.166], [-0.729, 0.103, 0.444], [-0.037, 0.701, -0.322], [0.246, -0.063, 0.098], [0.301, -0.455, 0.255], [-0.279, 0.232, 0.453], [-0.034, -0.009, -0.177], [0.360, -0.331, 0.580], [0.263, 0.398, -0.202], [-0.138, 0.079, -0.022], [0.528, -0.280, 0.294], [-1.664, 1.112, -0.219], [0.447, 0.000, -0.472], [-0.181, 0.859, 0.257], [-0.244, -0.559, 0.240], [0.105, -0.228, 0.921], [0.235, -0.299, 0.147], [2.057, 1.500, -1.976], [0.713, -0.251, -0.234], [1.411, 0.269, -0.297], [-0.827, -0.393, -0.750], [0.227, 0.571, 0.928], [0.041, -0.060, 0.131], [-0.031, -0.459, 0.100], [-0.203, -0.397, -0.121], [-0.723, 0.425, 0.174], [-0.849, -0.218, 0.219], [0.560, -0.970, 0.051], [0.696, 0.638, -1.241], [0.570, -0.360, 0.877], [0.093, -0.887, -0.267], [0.211, 0.240, -1.611], [-0.002, -0.274, 0.592], [0.398, -0.546, -0.268], [-0.090, 0.104, 0.078], [-0.103, 1.226, -0.475], [0.748, -0.075, 0.303], [0.322, -0.265, -0.024], [-0.751, -2.235, 1.013], [-0.100, 0.566, -0.819], [-0.334, -0.416, -0.042], [-0.017, 0.370, 0.516], [0.000, 0.496, -1.024]]
}

Entry 3:
{
  "formula": "C16H10",
  "method": "ωB97M-V/def2-TZVPD",
  "de_lowest_kcal_mol": 27.60,
  "gap_ev": 8.1,
  "smiles": "C#Cc1cc2ccccc2c2ccccc12",
  "lumo_ev": 0.121,
  "elements": ["C", "C", "C", "C", "C", "C", "C", "C", "C", "C", "C", "C", "C", "C", "C", "C", "H", "H", "H", "H", "H", "H", "H", "H", "H", "H"],
  "xyz": [[-1.055133, -0.855736, 0.982041], [-3.402834, -0.830839, 1.035064], [3.497397, -2.373844, 1.155077], [-2.253744, -1.484956, 1.456001], [-3.509533, 0.353258, 0.338841], [2.438458, 1.697933, -1.721729], [-1.116218, 0.223913, 0.056436], [1.230195, 2.127194, -2.131689], [0.115329, 0.733344, -0.468987], [-2.338292, 0.950653, -0.210635], [2.556830, -1.659835, 0.953781], [1.315002, 0.258306, -0.036206], [2.469681, 0.761166, -0.672269], [1.346529, -0.912607, 0.743634], [0.217048, -1.417033, 1.316257], [0.107983, 1.709272, -1.463563], [-0.760201, 2.148931, -1.925946], [4.372747, -2.936618, 1.254380], [3.456328, 0.256312, -0.348303], [-2.186802, -2.430960, 2.115375], [-4.241819, -1.444849, 1.250603], [3.388456, 2.034796, -2.152731], [0.408170, -2.210123, 2.065026], [1.034992, 2.779425, -3.024178], [-4.543608, 0.631819, 0.149334], [-2.546959, 1.891078, -0.715613]],
  "forces_ev_per_angstrom": [[-0.793, -0.978, 0.289], [0.287, -2.597, 1.346], [-0.232, 0.449, -0.247], [1.268, 1.064, -0.326], [1.383, 0.279, -1.154], [2.652, -1.533, 1.773], [-1.094, 1.497, 0.513], [-2.035, 1.386, -1.333], [-1.622, 1.246, -0.366], [-1.956, -2.278, 1.833], [-0.149, 0.319, 0.183], [1.931, -0.060, -1.883], [2.172, -0.569, 0.072], [0.193, -1.189, 1.528], [0.927, 0.180, 0.061], [-0.192, 0.562, -1.242], [-0.703, -0.417, 0.545], [0.559, -0.480, 0.175], [-1.559, 1.162, -0.654], [-0.405, 1.773, -1.322], [-1.372, 0.259, 0.248], [-0.480, -0.223, 0.034], [-0.848, 0.271, -0.741], [0.673, -0.517, 1.044], [0.409, 0.682, -0.170], [0.986, -0.285, -0.207]]
}